Below is a molecular structure, C2H5N3OS, with properties calculated with ωB97M-V with the def2-TZVPD basis set.

* E_LUMO: 0.0113 Ha
* HOMO: -8.614 eV
* Kohn-Sham gap: 8.92 eV

Last column: Mulliken charge in e.
Positions of all 12 atoms, in Å:
C (0.994, -0.785, -0.001)  0.45
C (-0.236, 0.246, -0.075)  0.42
H (-0.584, -2.249, 0.072)  0.36
H (1.150, -2.680, 0.476)  0.30
H (-1.103, -0.069, 1.813)  0.25
H (0.794, 1.216, -1.479)  0.31
H (-0.818, 2.844, 0.188)  0.16
N (0.499, -1.930, 0.688)  -0.57
N (-1.232, 0.351, 0.746)  -0.65
N (-0.193, 1.092, -1.087)  -0.36
O (2.075, -0.375, -0.290)  -0.52
S (-1.347, 2.340, -1.052)  -0.15

Forces on atoms 1 to 2 (eV/Å):
-3.7 1.9 1.6
-0.6 -1.9 2.8

---

Below is 2 unconnected molecules or ions with the total composition C4H9ClSi, with properties calculated with ωB97M-V with the def2-TZVPD basis set.

* E_LUMO (alpha / beta): -0.0028 / -0.0012 Ha
* HOMO (alpha / beta): -7.885 / -7.261 eV
* Kohn-Sham gap (alpha / beta): 7.81 / 7.23 eV

Last column: Mulliken charge in e.
Positions of all 15 atoms, in Å:
C (1.017, 2.677, 0.073)  -0.33
C (-0.253, 2.639, 0.163)  -0.40
C (0.923, -2.027, 0.084)  -0.89
C (-0.574, -1.678, 0.333)  -0.67
Si (-1.342, -0.170, -0.608)  0.46
Cl (-3.282, -0.132, -0.063)  -0.21
H (1.804, 3.560, 0.357)  0.18
H (1.600, 1.871, -0.357)  0.16
H (-1.090, 3.437, 0.205)  0.22
H (1.209, -2.213, -0.990)  0.24
H (1.340, -1.028, 0.441)  0.24
H (1.234, -3.002, 0.563)  0.30
H (-0.688, -1.358, 1.291)  0.36
H (-1.352, -2.471, 0.291)  0.41
H (-0.545, -0.104, -1.784)  -0.08

Forces on atoms 1 to 2 (eV/Å):
4.5 1.9 0.3
-4.5 -0.3 -0.9

---

Below is a single C3H6N2O molecule, with properties calculated with ωB97M-V with the def2-TZVPD basis set.

* SMILES string: [H]/N=C(/N)CC=O
* E_LUMO: 0.0328 Ha
* HOMO: -9.518 eV
* Kohn-Sham gap: 10.41 eV

Last column: Mulliken charge in e.
Positions of all 12 atoms, in Å:
C (-0.504, -0.850, 0.050)  -0.29
C (-0.140, -0.753, -1.394)  -0.13
N (1.005, 1.114, 0.049)  -0.40
C (0.085, 0.380, 0.757)  0.52
N (-0.331, 0.843, 1.858)  -0.79
O (-0.867, -0.561, -2.326)  -0.49
H (1.125, 2.062, 0.375)  0.27
H (1.368, 0.950, -0.873)  0.16
H (-1.114, 0.360, 2.279)  0.21
H (-1.588, -0.867, 0.183)  0.33
H (-0.036, -1.729, 0.499)  0.26
H (0.997, -0.950, -1.456)  0.34

Forces on atoms 1 to 2 (eV/Å):
-0.1 0.6 0.3
1.2 -1.1 0.1

---

Below is 2 unconnected molecules or ions with the total composition C3H6Cl3O2P, with properties calculated with ωB97M-V with the def2-TZVPD basis set.

* E_LUMO: -0.0177 Ha
* HOMO: -8.828 eV
* Kohn-Sham gap: 8.35 eV

Last column: Mulliken charge in e.
Positions of all 15 atoms, in Å:
C (1.871, 1.181, -0.937)  -0.53
C (-1.240, 0.690, 2.423)  -0.53
C (-0.617, -2.208, -2.683)  0.03
O (1.005, 1.079, 0.185)  -0.27
O (-0.309, -0.254, 1.934)  -0.24
P (0.366, -0.396, 0.510)  0.42
Cl (-1.364, -0.424, -0.829)  -0.26
Cl (0.584, -3.226, -1.959)  -0.07
Cl (-2.152, -2.900, -2.808)  -0.04
H (1.728, 0.354, -1.743)  0.26
H (2.919, 1.043, -0.590)  0.24
H (1.724, 2.199, -1.170)  0.23
H (-0.775, 1.469, 3.140)  0.22
H (-1.998, 0.237, 3.022)  0.26
H (-1.741, 1.156, 1.505)  0.26

Forces on atoms 1 to 2 (eV/Å):
1.2 -2.1 -0.1
-0.2 2.6 -0.7

---

Below is a gas-phase ion, C5H13N2O (charge +1), with properties calculated with ωB97M-V with the def2-TZVPD basis set.

* SMILES string: CCCNC(=O)C[NH3+]
* total charge: +1
* E_LUMO: -0.1343 Ha
* HOMO: -13.758 eV
* Kohn-Sham gap: 10.10 eV

Last column: Mulliken charge in e.
Positions of all 21 atoms, in Å:
N (2.218, -0.776, 1.692)  -0.24
C (1.260, -0.676, 0.564)  -0.64
C (-0.107, -0.490, 1.285)  0.48
N (-1.327, -0.327, 0.760)  -0.07
C (-1.550, -0.570, -0.652)  -0.76
C (-1.291, 0.603, -1.627)  -0.19
C (-0.258, 1.654, -1.343)  -1.08
O (-0.009, -0.248, 2.498)  -0.69
H (1.935, -1.551, 2.325)  0.36
H (3.119, -0.881, 1.207)  0.36
H (2.274, 0.064, 2.267)  0.35
H (1.432, 0.286, 0.033)  0.29
H (1.257, -1.515, -0.108)  0.40
H (-2.186, -0.236, 1.295)  0.28
H (-2.552, -0.966, -0.899)  0.39
H (-0.946, -1.408, -1.058)  0.23
H (-2.291, 1.079, -1.800)  0.33
H (-1.081, 0.302, -2.679)  0.34
H (-0.419, 2.639, -1.808)  0.36
H (0.686, 1.288, -1.758)  0.23
H (-0.164, 1.730, -0.196)  0.26

Forces on atoms 1 to 2 (eV/Å):
0.7 -0.8 -1.0
-2.4 1.7 0.2

---

Below is a single C5H8O molecule, with properties calculated with ωB97M-V with the def2-TZVPD basis set.

* SMILES string: CC#CCCO
* E_LUMO: 0.0220 Ha
* HOMO: -8.975 eV
* Kohn-Sham gap: 9.57 eV

Last column: Mulliken charge in e.
Positions of all 14 atoms, in Å:
C (-2.373, -1.453, 0.670)  -0.99
C (-1.170, -0.723, 0.596)  -0.09
C (-0.149, -0.282, 0.070)  0.00
C (0.515, 1.032, 0.104)  -0.16
C (1.930, 1.005, -0.445)  -0.44
O (1.955, 0.403, -1.717)  -0.49
H (-1.424, -2.180, 0.533)  0.21
H (-2.799, -1.899, 1.557)  0.32
H (-3.156, -1.115, -0.047)  0.22
H (-0.118, 1.679, -0.515)  0.21
H (0.482, 1.427, 1.128)  0.33
H (2.298, 2.028, -0.559)  0.30
H (2.595, 0.477, 0.260)  0.25
H (1.414, -0.399, -1.635)  0.33

Forces on atoms 1 to 2 (eV/Å):
0.8 -1.2 -0.1
0.4 1.5 0.0

---

Below is a single C24H18N4O2S molecule, with properties calculated with ωB97M-V with the def2-TZVPD basis set.

* SMILES string: O=S(=O)(Nc1cccc(-c2cn3cccnc3n2)c1)c1ccc(-c2ccccc2)cc1
* E_LUMO: -0.0020 Ha
* HOMO: -8.292 eV
* Kohn-Sham gap: 8.24 eV

Last column: Mulliken charge in e.
Positions of all 49 atoms, in Å:
O (4.297, 2.986, 1.807)  -0.70
S (3.717, 2.708, 0.527)  1.15
O (4.392, 3.148, -0.652)  -0.64
N (2.179, 3.408, 0.591)  -0.31
C (1.201, 2.936, -0.288)  0.39
C (-0.049, 2.548, 0.174)  -0.89
C (-1.003, 2.053, -0.711)  0.57
C (-0.687, 1.936, -2.064)  -0.65
C (0.554, 2.335, -2.521)  -0.71
C (1.499, 2.841, -1.646)  -0.38
H (2.468, 3.166, -1.987)  0.74
H (0.791, 2.257, -3.571)  0.42
H (-1.435, 1.537, -2.730)  0.50
C (-2.321, 1.645, -0.255)  0.38
C (-2.907, 1.842, 0.988)  -0.73
N (-4.142, 1.300, 0.919)  0.13
C (-5.161, 1.192, 1.792)  0.07
C (-6.303, 0.566, 1.378)  -0.69
C (-6.358, 0.064, 0.061)  -0.09
N (-5.376, 0.165, -0.793)  -0.61
C (-4.269, 0.772, -0.402)  0.38
N (-3.174, 0.990, -1.082)  -0.55
H (-7.246, -0.437, -0.298)  0.43
H (-7.142, 0.459, 2.044)  0.36
H (-5.027, 1.609, 2.781)  0.39
H (-2.547, 2.327, 1.873)  0.43
H (-0.271, 2.628, 1.229)  0.16
H (1.877, 3.503, 1.549)  0.35
C (3.299, 0.978, 0.383)  -0.08
C (2.846, 0.317, 1.508)  -0.63
C (2.388, -0.982, 1.393)  -0.78
C (2.362, -1.614, 0.149)  0.45
C (2.833, -0.928, -0.970)  -0.51
C (3.305, 0.366, -0.855)  -0.26
H (3.687, 0.908, -1.704)  0.52
H (2.840, -1.419, -1.931)  0.58
C (1.845, -2.984, 0.019)  0.25
C (2.195, -3.967, 0.941)  -0.44
C (1.711, -5.255, 0.811)  -0.57
C (0.862, -5.577, -0.234)  -0.43
C (0.502, -4.605, -1.153)  -0.58
C (0.992, -3.318, -1.031)  -0.50
H (0.696, -2.557, -1.738)  0.49
H (-0.165, -4.850, -1.966)  0.39
H (0.482, -6.583, -0.333)  0.37
H (1.997, -6.011, 1.528)  0.38
H (2.871, -3.723, 1.748)  0.47
H (2.023, -1.506, 2.263)  0.51
H (2.870, 0.826, 2.460)  0.47

Forces on atoms 1 to 2 (eV/Å):
-0.2 -0.2 0.1
-0.3 0.0 0.4

---

Below is a molecular structure, CrH14O7, with properties calculated with ωB97M-V with the def2-TZVPD basis set.

* total charge: +2
* 2S+1: 5
* E_LUMO (alpha / beta): -0.2474 / -0.2473 Ha
* HOMO (alpha / beta): -15.833 / -19.640 eV
* Kohn-Sham gap (alpha / beta): 9.10 / 12.91 eV

Last column: Mulliken charge in e.
Positions of all 22 atoms, in Å:
Cr (-0.145, 0.036, 0.135)  0.60
O (-0.485, 1.893, -0.554)  -0.32
H (-0.016, 2.156, -1.346)  0.29
H (-0.851, 2.707, -0.210)  0.29
O (-1.641, 0.538, 1.468)  -0.36
H (-2.516, 0.811, 1.194)  0.29
H (-1.619, 0.713, 2.409)  0.28
O (0.001, -0.421, -2.008)  -0.45
H (-0.633, -0.121, -2.660)  0.31
H (0.724, -0.779, -2.523)  0.28
O (0.922, 0.200, 2.005)  -0.36
H (1.444, -0.413, 2.523)  0.29
H (1.240, 1.065, 2.265)  0.28
O (-1.825, -1.307, -0.275)  -0.39
H (-2.181, -1.420, -1.157)  0.26
H (-2.358, -1.883, 0.274)  0.27
O (2.023, 0.742, -0.647)  -0.44
H (2.825, 1.164, -0.337)  0.28
H (2.112, 0.729, -1.600)  0.28
O (0.769, -1.816, 0.340)  -0.22
H (0.519, -2.696, 0.621)  0.27
H (1.688, -1.897, 0.085)  0.28

Forces on atoms 1 to 2 (eV/Å):
1.3 -0.6 -0.7
-0.4 0.6 -0.3

---

The relative energy (zero: lowest compared OMol25 entry of this formula, charge and spin) results, record by record, are as follows: 76.96, 134.13, 33.20, 4.16, 41.31, 100.60, 0.00, 0.00 kcal per mole.
The strongest force on any atom results, record by record, are as follows: 0.1043, 0.0949, 0.0324, 0.0536, 0.0741, 0.0589, 0.0214, 0.0308 Eh/bohr.